22
Properties=species:S:1:pos:R:3:nbo_charge:R:1 method="wB97M-V/def2-TZVPD" relative_energy_kj_mol=844.7
C 2.506 0.334 1.487 -0.631
C 1.661 0.705 0.269 -0.100
C 0.095 0.434 0.440 -0.416
C -0.797 1.217 -0.513 -0.216
C -0.748 1.096 -1.837 -0.392
C -2.205 -1.755 -0.401 -0.507
N -2.544 -0.843 0.689 -0.562
N 2.013 0.186 -0.937 -0.482
H 1.994 0.662 2.390 0.217
H 2.746 -0.729 1.507 0.212
H 3.460 0.851 1.361 0.217
H 1.603 1.810 0.192 0.261
H -0.091 -0.616 0.240 0.234
H -0.193 0.569 1.489 0.242
H -1.540 1.577 -2.400 0.200
H -1.742 1.394 -0.007 0.236
H -1.225 -2.250 -0.325 0.202
H -2.055 -0.936 -1.110 0.225
H -2.943 -2.504 -0.699 0.202
H -2.916 -1.387 1.472 0.303
H 2.858 -0.377 -1.003 0.333
H 0.066 0.562 -2.304 0.222

---

78
Properties=species:S:1:pos:R:3:lowdin_charge:R:1 method="wB97M-V/def2-TZVPD" relative_energy_kj_mol=1655.7
C -0.424 -2.506 1.346 -0.145
O -0.770 -3.359 0.237 -0.170
C -1.253 -4.540 0.637 -0.193
C -1.916 -5.345 -0.534 -0.191
O -2.671 -6.365 0.070 -0.175
C -3.524 -6.970 -0.898 -0.092
H -1.278 -1.905 1.657 0.127
H 0.307 -1.752 1.053 0.049
H 0.048 -3.019 2.184 0.145
H -2.031 -4.330 1.370 0.141
H -0.476 -5.151 1.097 0.137
H -1.145 -5.679 -1.229 0.131
H -2.543 -4.657 -1.102 0.116
H -3.935 -7.891 -0.485 0.086
H -2.924 -7.260 -1.761 0.093
H -4.410 -6.344 -1.007 0.093
C 3.290 0.477 -0.826 -0.103
O 3.682 1.823 -1.149 -0.170
C 3.192 2.272 -2.430 -0.187
C 3.510 3.728 -2.907 -0.184
O 4.891 4.026 -3.053 -0.179
C 5.459 4.151 -4.432 -0.058
H 2.204 0.431 -0.748 -0.090
H 3.639 0.193 0.167 0.099
H 3.592 -0.234 -1.595 0.095
H 2.109 2.157 -2.386 0.076
H 3.605 1.511 -3.092 0.118
H 3.025 4.303 -2.118 0.113
H 2.911 3.832 -3.811 0.120
H 5.690 5.090 -4.936 0.073
H 4.763 3.674 -5.122 0.069
H 6.318 3.482 -4.385 0.079
C -3.094 2.767 5.434 -0.118
O -2.378 2.493 4.273 -0.189
C -2.948 2.782 2.997 -0.185
C -2.074 2.058 1.981 -0.186
O -0.827 2.720 2.172 -0.146
C 0.333 1.999 1.769 -0.107
H -2.799 3.781 5.703 0.086
H -2.832 2.085 6.243 0.087
H -4.173 2.826 5.295 0.082
H -2.972 3.842 2.744 0.127
H -3.981 2.435 2.958 0.119
H -2.467 1.983 0.968 0.129
H -2.032 1.015 2.295 0.102
H 0.454 1.156 2.449 0.061
H 1.223 2.628 1.744 0.120
H 0.320 1.579 0.763 0.018
O -1.493 -2.060 -1.164 -0.054
H -2.409 -2.221 -1.392 0.105
H -1.164 -2.912 -0.879 -0.049
O 1.938 -1.102 0.704 0.103
H 2.175 -1.267 1.617 0.154
H 2.602 -1.568 0.196 0.146
C 0.701 2.773 -1.087 -0.178
O 0.482 3.815 -1.989 -0.078
H -0.081 2.719 -0.330 0.086
H 0.632 1.767 -1.502 0.075
H 1.725 2.839 -0.719 0.094
H -0.453 3.935 -2.170 0.086
C -1.481 -0.589 -3.329 -0.135
O -1.507 0.039 -2.072 -0.149
H -0.945 0.023 -4.055 0.080
H -0.961 -1.544 -3.404 0.085
H -2.460 -0.636 -3.806 0.077
H -1.413 -0.695 -1.460 -0.046
C 0.003 -0.957 2.723 -0.260
O 0.257 -0.849 4.096 -0.043
H -1.064 -0.799 2.569 0.097
H 0.509 -0.144 2.203 0.050
H 0.365 -1.894 2.300 -0.001
H -0.013 0.021 4.400 0.085
C -0.177 -0.088 -0.200 -0.075
O 1.173 0.441 -0.208 -0.235
H -0.674 0.325 -1.078 0.009
H -0.118 -1.155 -0.416 0.091
H -0.585 0.076 0.797 0.072
H 1.740 -0.288 0.055 -0.212

---

19
Properties=species:S:1:pos:R:3:nbo_charge:R:1 method="wB97M-V/def2-TZVPD" relative_energy_kj_mol=463.0
C -0.762 -0.348 0.422 0.292
C -3.015 -0.484 -0.068 -0.615
C 3.026 0.731 -0.271 -0.623
C -1.741 0.034 -0.653 -0.446
C 1.725 0.699 0.544 -0.275
N 0.844 -0.112 -0.158 -0.559
O -0.700 -1.734 0.465 -0.683
S 0.932 -1.968 -0.029 0.590
H -0.590 0.173 1.375 0.190
H -2.957 -1.563 0.191 0.227
H -3.771 -0.301 -0.824 0.214
H -3.334 0.109 0.857 0.203
H 3.912 1.388 -0.030 0.222
H 3.580 -0.262 -0.164 0.197
H 2.867 0.793 -1.361 0.218
H -1.920 1.174 -0.663 0.216
H -1.496 -0.445 -1.629 0.240
H 2.122 0.362 1.545 0.179
H 1.279 1.753 0.451 0.215

---

17
Properties=species:S:1:pos:R:3:nbo_charge:R:1 method="wB97M-V/def2-TZVPD" smiles="C[C@@H](N)C(N)=O.O" relative_energy_kj_mol=105.4
C 0.187 -0.479 -1.484 -0.619
C -0.411 0.317 -0.320 -0.151
N -1.812 0.732 -0.571 -0.863
C -0.200 -0.341 1.076 0.691
N -1.264 -0.940 1.614 -0.813
O 0.864 -0.242 1.642 -0.653
H -0.035 -1.630 -1.548 0.211
H 1.324 -0.316 -1.559 0.261
H -0.184 -0.058 -2.307 0.200
H 0.348 1.182 -0.211 0.200
H -2.152 1.425 0.168 0.362
H -1.928 1.337 -1.436 0.377
H -1.094 -1.070 2.595 0.407
H -2.168 -0.794 1.158 0.423
O 2.980 0.116 0.046 -0.981
H 3.337 0.876 0.529 0.460
H 2.206 -0.115 0.607 0.489

---

9
Properties=species:S:1:pos:R:3:nbo_charge:R:1 method="wB97M-V/def2-TZVPD" smiles=[NH3+][C@H]1NS1 relative_energy_kj_mol=181.5 charge=+1
N -0.693 0.399 -0.186 -0.721
C 0.180 -0.525 0.587 -0.097
N 1.489 0.064 0.726 -0.662
S 0.532 0.058 2.223 0.389
H -0.395 1.383 0.335 0.492
H -1.731 0.289 0.042 0.467
H -0.496 0.341 -1.166 0.455
H 0.303 -1.615 0.265 0.274
H 2.233 -0.624 0.773 0.404

---

11
Properties=species:S:1:pos:R:3:nbo_charge:R:1 method="wB97M-V/def2-TZVPD" relative_energy_kj_mol=329.9
C -1.415 0.504 0.200 -0.421
N -0.245 -0.345 0.137 -0.462
H -0.377 -1.352 0.309 0.370
H 0.473 -0.454 -1.700 0.013
H -1.126 1.567 0.103 0.225
H -2.094 0.243 -0.633 0.204
H -1.941 0.361 1.161 0.190
N 0.994 0.209 0.526 0.022
N 1.880 -0.592 0.887 -0.449
H 2.836 -0.215 0.944 0.343
H 1.015 0.073 -1.933 -0.034

---

50
Properties=species:S:1:pos:R:3:nbo_charge:R:1 method="wB97M-V/def2-TZVPD" relative_energy_kj_mol=175.3
H -1.658 -2.446 -0.305 0.348
N -0.771 -2.084 -0.627 -0.760
C -0.755 -0.834 -0.880 0.442
C -1.804 0.169 -0.775 -0.200
C -3.202 0.043 -0.520 -0.043
C -3.810 1.254 -0.374 -0.161
S -2.718 2.594 -0.570 0.443
C -1.416 1.500 -0.867 0.027
N -0.176 1.937 -1.185 -0.502
C 0.692 1.014 -1.411 0.302
N 0.478 -0.311 -1.293 -0.400
C 1.573 -1.238 -1.478 -0.219
C 2.245 -1.601 -0.152 -0.419
C 2.897 -0.393 0.526 -0.228
N 3.809 0.295 -0.374 -0.466
C 5.086 -0.374 -0.579 -0.251
C 6.060 -0.170 0.589 -0.090
O 6.264 1.201 0.855 -0.527
C 5.040 1.851 1.129 -0.089
C 4.059 1.689 -0.039 -0.247
C -5.241 1.492 -0.035 -0.446
C -5.620 0.863 1.313 -0.386
C -5.831 -0.649 1.253 -0.392
C -4.573 -1.464 0.956 -0.389
C -4.012 -1.216 -0.449 -0.425
H 1.685 1.314 -1.714 0.203
H 1.159 -2.145 -1.923 0.242
H 2.305 -0.780 -2.145 0.216
H 1.494 -2.024 0.515 0.239
H 2.989 -2.372 -0.352 0.203
H 3.377 -0.733 1.457 0.178
H 2.115 0.319 0.804 0.201
H 4.920 -1.439 -0.742 0.202
H 5.531 0.052 -1.484 0.200
H 7.042 -0.581 0.346 0.196
H 5.679 -0.672 1.492 0.157
H 5.285 2.902 1.287 0.197
H 4.598 1.443 2.052 0.158
H 3.115 2.185 0.194 0.207
H 4.495 2.161 -0.926 0.198
H -5.416 2.568 0.006 0.221
H -5.884 1.076 -0.817 0.214
H -4.846 1.097 2.047 0.203
H -6.551 1.321 1.655 0.207
H -6.232 -0.976 2.216 0.209
H -6.585 -0.873 0.493 0.191
H -3.804 -1.239 1.699 0.202
H -4.826 -2.523 1.051 0.207
H -3.412 -2.068 -0.767 0.213
H -4.847 -1.136 -1.152 0.212

---

17
Properties=species:S:1:pos:R:3:nbo_charge:R:1 method="wB97M-V/def2-TZVPD" relative_energy_kj_mol=738.9
C 2.595 0.054 -0.588 -0.405
C 0.326 -1.788 0.041 -0.484
C -0.718 0.497 0.069 0.203
C -0.495 2.044 0.033 -0.698
H 2.358 0.575 -1.522 0.202
H 2.556 -0.976 -0.891 0.167
H 3.692 0.303 -0.221 0.213
H 2.204 -0.026 1.421 0.377
H 0.364 -2.474 1.562 0.200
H 1.671 -2.007 -0.543 0.190
H -0.813 -1.841 -0.837 0.308
H 0.122 2.267 0.963 0.252
H 0.302 2.242 -0.751 0.236
H -1.299 2.896 -0.201 0.264
N 1.671 0.316 0.535 -0.475
N 0.359 -0.277 0.339 -0.344
S -2.226 -0.380 -0.152 -0.208